{"formula": "C66H61N3O20", "method": "the ωB97M-V functional and the def2-TZVPD basis", "symbols": ["C", "C", "C", "C", "C", "C", "C", "C", "C", "N", "N", "N", "C", "C", "C", "O", "O", "H", "H", "H", "H", "H", "H", "H", "H", "H", "H", "H", "H", "H", "H", "H", "H", "H", "H", "H", "H", "H", "H", "H", "H", "H", "C", "C", "C", "O", "C", "C", "C", "O", "H", "H", "H", "H", "C", "C", "C", "O", "C", "C", "C", "O", "H", "H", "H", "H", "C", "C", "C", "O", "C", "C", "C", "O", "H", "H", "H", "H", "C", "C", "C", "O", "C", "C", "C", "O", "H", "H", "H", "H", "C", "C", "C", "O", "C", "C", "C", "O", "H", "H", "H", "H", "C", "C", "C", "O", "C", "C", "C", "O", "H", "H", "H", "H", "C", "C", "C", "O", "C", "C", "C", "O", "H", "H", "H", "H", "C", "C", "C", "O", "C", "C", "C", "O", "H", "H", "H", "H", "C", "C", "C", "O", "C", "C", "C", "O", "H", "H", "H", "H"], "xyz": [[1.253271, -4.437491, 2.445551], [-0.260650, -4.292637, 2.227410], [-0.623410, -3.120626, 1.317236], [-2.125777, -2.952611, 1.033653], [-2.891106, -4.240330, 0.730251], [-4.401008, -4.088618, 0.510894], [-5.306188, -4.034448, 1.746714], [-5.148682, -2.887639, 2.754551], [-5.575119, -1.407510, 2.422437], [-4.440047, -0.484506, 2.323719], [-6.374444, -1.342577, 1.210830], [-6.440715, -0.893871, 3.477962], [-6.801994, -4.278702, 1.392777], [-7.121150, -5.649262, 1.992665], [-5.998422, -5.887434, 2.953044], [-5.997256, -6.555793, 3.926227], [-4.907955, -5.220471, 2.546826], [1.791435, -4.158649, 1.535792], [1.586754, -3.820214, 3.283861], [1.486860, -5.477636, 2.692102], [-0.629544, -5.223126, 1.779194], [-0.783474, -4.198330, 3.187036], [-0.048801, -3.194097, 0.387323], [-0.298994, -2.198863, 1.818481], [-2.226819, -2.297068, 0.156306], [-2.580722, -2.410597, 1.865026], [-2.712199, -5.008986, 1.484403], [-2.479440, -4.639027, -0.207946], [-4.585850, -3.230006, -0.148052], [-4.746987, -4.970052, -0.043331], [-4.119508, -2.891967, 3.120969], [-5.774108, -3.194793, 3.599257], [-3.811240, -0.558410, 3.117633], [-3.906153, -0.668118, 1.482035], [-5.880625, -1.752207, 0.425749], [-6.524564, -0.359294, 0.997826], [-7.228467, -1.532335, 3.559713], [-5.953275, -0.877502, 4.368600], [-6.935005, -4.260778, 0.310111], [-7.413897, -3.505138, 1.844513], [-7.069779, -6.439955, 1.238360], [-8.082767, -5.687077, 2.501316], [3.531005, -1.481789, 6.399263], [2.298333, -1.517679, 5.902283], [1.969684, -0.848387, 4.618088], [0.844607, -0.880153, 4.164297], [3.064603, -0.143016, 3.910328], [4.299447, -0.097181, 4.404945], [4.625700, -0.767669, 5.691337], [5.747586, -0.732643, 6.148115], [3.800420, -1.959989, 7.332502], [1.480788, -2.027735, 6.396099], [2.792228, 0.328868, 2.974400], [5.120439, 0.412693, 3.916891], [0.981831, -6.684834, -3.731183], [1.280555, -5.498965, -3.208991], [1.188461, -5.258097, -1.749361], [1.443535, -4.171379, -1.270836], [0.760275, -6.388721, -0.886888], [0.463821, -7.576125, -1.407513], [0.551310, -7.817578, -2.871940], [0.279124, -8.899369, -3.345040], [1.030647, -6.877768, -4.794961], [1.596761, -4.659485, -3.813429], [0.704835, -6.182535, 0.174658], [0.146743, -8.417672, -0.804628], [-0.712598, -2.647693, -5.505248], [-0.928290, -1.352918, -5.718275], [-0.216890, -0.623506, -6.798722], [-0.413742, 0.556944, -6.993112], [0.743711, -1.390298, -7.632003], [0.960291, -2.684665, -7.417830], [0.248272, -3.413777, -6.338527], [0.447004, -4.593882, -6.139628], [-1.215194, -3.204947, -4.724709], [-1.621440, -0.768520, -5.126751], [1.247357, -0.833479, -8.411873], [1.654859, -3.268280, -8.008407], [10.166207, 0.139422, 6.035526], [8.929769, 0.088008, 5.547161], [8.585244, 0.773968, 4.276679], [7.456576, 0.736126, 3.830358], [9.661064, 1.514197, 3.576037], [10.894451, 1.571334, 4.067856], [11.246074, 0.882787, 5.336534], [12.371262, 0.926956, 5.784942], [10.449631, -0.348972, 6.959329], [8.118618, -0.438073, 6.033409], [9.376383, 2.009520, 2.656610], [11.692817, 2.118479, 3.583776], [-0.409861, 6.260619, -8.884627], [-1.512695, 6.180937, -8.146289], [-1.859638, 4.936938, -7.413155], [-2.866041, 4.862826, -6.740396], [-0.931645, 3.782853, -7.536035], [0.168411, 3.862592, -8.279227], [0.514555, 5.106613, -9.010178], [1.515251, 5.176445, -9.694690], [-0.135609, 7.154990, -9.428264], [-2.206467, 7.006362, -8.051268], [-1.200558, 2.882775, -6.998930], [0.855782, 3.033290, -8.387198], [-1.382326, 7.747439, -12.636189], [-1.286683, 8.085125, -13.918873], [-1.904657, 9.333950, -14.435312], [-1.819886, 9.641249, -15.603756], [-2.631122, 10.192383, -13.463483], [-2.726243, 9.854879, -12.180749], [-2.109382, 8.606523, -11.667626], [-2.193370, 8.297159, -10.497461], [-0.939830, 6.843989, -12.235205], [-0.761543, 7.479166, -14.646114], [-3.070589, 11.096319, -13.865499], [-3.249592, 10.460876, -11.452202], [-7.586268, -5.104265, 7.160792], [-7.585942, -4.767006, 5.873490], [-8.408633, -3.634326, 5.384626], [-8.411829, -3.315910, 4.210281], [-9.231099, -2.892866, 6.371710], [-9.230345, -3.231815, 7.657507], [-8.406146, -4.365078, 8.154758], [-8.405407, -4.670719, 9.326903], [-6.996447, -5.926300, 7.545705], [-6.995310, -5.300266, 5.136884], [-9.818485, -2.071546, 5.981046], [-9.818767, -2.709745, 8.401251], [6.987027, 5.423123, 1.719416], [7.855518, 4.850186, 2.547683], [9.217837, 5.409576, 2.738711], [10.014285, 4.886148, 3.489515], [9.572533, 6.634741, 1.977284], [8.702687, 7.208297, 1.151040], [7.339783, 6.647600, 0.957044], [6.547304, 7.173705, 0.206130], [5.987649, 5.034175, 1.570544], [7.610532, 3.962205, 3.118146], [10.570964, 7.021283, 2.138131], [8.934239, 8.100799, 0.583684], [2.278601, 5.472127, 6.034957], [3.420462, 5.162592, 5.427529], [3.450981, 4.205055, 4.294372], [4.490031, 3.921904, 3.734925], [2.162826, 3.608794, 3.863709], [1.019124, 3.916340, 4.468394], [0.986862, 4.874592, 5.604485], [-0.051250, 5.158110, 6.159485], [2.225993, 6.166557, 6.863751], [4.373729, 5.584005, 5.720578], [2.217140, 2.916061, 3.033550], [0.067248, 3.492856, 4.174093]], "forces_ev_per_angstrom": [[-0.395, -0.060, 0.144], [-0.023, -0.190, -0.187], [-0.021, 0.236, 0.289], [0.009, 0.062, -0.127], [0.108, -0.047, -0.205], [-0.016, 0.017, -0.070], [0.248, -0.308, 0.086], [-0.036, 0.043, -0.025], [0.062, -0.103, 0.004], [-0.053, 0.035, -0.069], [0.176, 0.055, -0.058], [-0.077, 0.051, -0.100], [0.293, -0.139, -0.023], [-0.205, 0.359, -0.250], [0.097, 0.640, -1.306], [0.099, -1.365, 1.426], [-0.059, 0.655, -0.192], [0.064, -0.024, 0.129], [0.095, 0.062, -0.192], [0.137, 0.121, 0.009], [-0.002, 0.098, 0.038], [0.058, -0.024, -0.067], [-0.133, -0.082, 0.083], [0.140, -0.070, -0.175], [-0.045, 0.040, 0.147], [0.007, -0.158, 0.029], [-0.081, 0.126, 0.041], [-0.007, -0.063, 0.125], [-0.072, -0.026, 0.116], [0.035, 0.103, -0.021], [-0.079, 0.019, -0.001], [0.093, -0.013, -0.072], [-0.030, -0.032, -0.053], [0.024, -0.074, 0.104], [-0.008, 0.033, 0.032], [-0.061, -0.097, 0.098], [0.043, 0.154, 0.106], [-0.011, 0.005, -0.054], [-0.109, 0.092, 0.088], [-0.054, -0.033, -0.130], [-0.092, -0.023, 0.122], [0.044, -0.090, -0.062], [0.008, 0.004, -0.001], [-0.004, -0.005, -0.002], [-0.016, -0.021, -0.035], [-0.027, 0.005, 0.005], [0.025, 0.041, 0.008], [-0.023, 0.004, 0.018], [0.000, 0.043, -0.073], [-0.029, -0.077, 0.147], [0.012, 0.002, -0.003], [-0.006, 0.002, -0.008], [0.011, -0.020, -0.012], [0.017, -0.014, 0.012], [-0.001, -0.004, -0.022], [0.009, -0.026, 0.077], [-0.003, 0.018, 0.048], [0.037, -0.016, -0.076], [0.001, -0.021, -0.013], [-0.003, 0.021, -0.003], [0.001, -0.006, 0.003], [0.003, 0.011, 0.006], [-0.021, 0.006, 0.004], [-0.009, -0.012, -0.001], [0.011, 0.011, 0.002], [-0.001, -0.008, -0.011], [-0.001, 0.013, -0.006], [0.003, -0.007, 0.001], [-0.012, -0.002, 0.004], [0.027, 0.005, -0.012], [0.003, -0.003, 0.006], [-0.008, 0.008, -0.008], [-0.011, -0.008, 0.002], [0.022, 0.028, -0.041], [0.005, -0.010, -0.005], [0.004, 0.010, -0.006], [-0.004, 0.009, 0.004], [-0.004, -0.010, 0.005], [-0.005, 0.007, -0.003], [0.011, -0.019, 0.006], [-0.011, -0.019, 0.056], [0.016, 0.085, -0.138], [0.021, 0.013, -0.016], [-0.004, -0.025, 0.011], [-0.005, 0.008, -0.001], [-0.011, -0.009, -0.006], [0.012, 0.005, -0.002], [-0.014, 0.013, -0.012], [0.005, -0.003, -0.001], [0.000, 0.012, 0.016], [0.064, -0.072, 0.049], [-0.024, 0.026, 0.002], [0.010, -0.006, 0.004], [0.009, 0.004, -0.004], [-0.014, -0.003, 0.000], [-0.008, 0.001, 0.018], [0.033, 0.012, -0.017], [-0.020, -0.007, -0.011], [-0.035, -0.019, 0.009], [-0.004, -0.016, -0.017], [-0.011, 0.005, -0.002], [0.000, 0.000, -0.002], [0.004, 0.011, -0.015], [-0.001, -0.001, 0.005], [0.000, 0.001, 0.000], [-0.002, -0.004, 0.016], [0.001, -0.004, 0.005], [-0.008, 0.001, -0.011], [0.009, -0.028, -0.008], [-0.023, 0.080, -0.014], [-0.003, 0.003, 0.013], [-0.002, 0.008, -0.008], [0.004, -0.003, -0.010], [0.003, -0.008, 0.008], [-0.042, 0.051, 0.025], [-0.024, 0.063, -0.005], [-0.027, -0.052, 0.125], [0.049, -0.051, -0.033], [-0.002, 0.018, 0.001], [-0.002, 0.011, -0.007], [0.033, -0.045, -0.030], [-0.012, 0.015, 0.013], [0.003, -0.003, 0.003], [-0.131, 0.060, 0.197], [-0.003, 0.001, -0.008], [0.004, -0.006, 0.009], [-0.044, -0.004, 0.003], [0.018, 0.000, 0.016], [-0.039, -0.014, 0.009], [0.017, -0.012, -0.018], [-0.007, 0.002, -0.009], [0.006, -0.005, 0.006], [-0.001, -0.009, -0.005], [0.010, -0.003, 0.010], [-0.002, 0.006, 0.011], [-0.011, 0.010, 0.011], [0.002, -0.008, 0.008], [-0.011, 0.000, -0.005], [0.002, -0.002, -0.007], [0.002, -0.012, 0.013], [0.000, 0.017, -0.025], [0.042, 0.002, -0.019], [-0.022, -0.042, -0.011], [0.016, 0.004, 0.026], [0.000, -0.007, 0.003], [0.016, -0.005, -0.005], [-0.013, 0.000, -0.001], [0.004, -0.007, -0.006], [-0.003, 0.010, -0.007], [-0.005, 0.009, 0.004]], "smiles": "CCCCCC[C@@]1(CC(N)(N)N)CCC(=O)O1.O=C1C=CC(=O)C=C1.O=C1C=CC(=O)C=C1.O=C1C=CC(=O)C=C1.O=C1C=CC(=O)C=C1.O=C1C=CC(=O)C=C1.O=C1C=CC(=O)C=C1.O=C1C=CC(=O)C=C1.O=C1C=CC(=O)C=C1.O=C1C=CC(=O)C=C1", "total_charge": 0, "e_homo_ha": -0.341, "lumo_energy_ha": -0.073, "spin_multiplicity": 1, "homo_lumo_gap_ev": 7.30}